(1)
Computed, not measured: the molecule HO2PS4 in a non-equilibrium geometry, with ωB97M-V/def2-TZVPD.

Summary:
- Charge: 0
- DFT total energy: -2085.17000 Ha
- LUMO level: -3.78 eV
- Relative energy (zero: lowest compared OMol25 entry of this formula, charge and spin): 0.6671 eV
- HOMO-LUMO gap: 5.130 eV
- HOMO: -8.9 eV

```
8
HO2PS4 (ωB97M-V/def2-TZVPD)
O -0.145 0.930 -0.015
O 0.282 -1.371 -1.254
P -0.247 -1.012 0.076
S -2.033 -1.635 0.668
S -0.577 2.362 0.163
S -0.558 3.376 -1.454
S 1.318 -1.284 1.475
H 1.959 -1.366 0.340
```

(2)
Computed, not measured: the molecule C31H39N5O6, with ωB97M-V/def2-TZVPD.

Summary:
- Charge: 0
- DFT total energy: -1930.06044 Ha
- LUMO level: 0.56 eV
- Relative energy (zero: lowest compared OMol25 entry of this formula, charge and spin): 0.3212 eV
- HOMO-LUMO gap: 9.191 eV
- HOMO: -8.6 eV
- SMILES: CC(C)C[C@H](NC(=O)c1nc[nH]c1C(=O)NCc1ccc(CNC(=O)OC(C)(C)C)cc1)C(=O)OCc1ccccc1

```
81
C31H39N5O6 (ωB97M-V/def2-TZVPD)
C -6.770 -2.674 2.009
C -6.970 -2.375 0.524
C -7.528 -0.966 0.335
C -5.686 -2.612 -0.285
C -4.486 -1.756 0.120
N -4.605 -0.391 -0.318
C -3.894 0.593 0.253
O -3.259 0.436 1.294
C -3.966 1.862 -0.485
N -4.861 2.003 -1.510
C -4.667 3.193 -2.003
N -3.677 3.842 -1.360
C -3.207 3.019 -0.379
C -2.031 3.470 0.403
O -1.466 4.511 0.093
N -1.689 2.667 1.415
C -0.473 2.835 2.174
C 0.507 1.716 1.914
C 0.090 0.390 1.933
C 0.991 -0.630 1.701
C 2.329 -0.356 1.449
C 3.282 -1.496 1.181
N 4.674 -1.137 1.288
C 5.437 -0.873 0.199
O 5.098 -1.101 -0.938
O 6.615 -0.358 0.597
C 7.642 -0.042 -0.373
C 7.144 1.034 -1.338
C 8.067 -1.301 -1.127
C 8.799 0.492 0.473
C 2.743 0.967 1.427
C 1.841 1.991 1.657
C -3.196 -2.398 -0.413
O -2.863 -3.524 -0.154
O -2.515 -1.556 -1.180
C -1.254 -1.984 -1.693
C -0.244 -0.867 -1.664
C -0.626 0.453 -1.480
C 0.324 1.460 -1.476
C 1.660 1.155 -1.667
C 2.048 -0.160 -1.859
C 1.100 -1.167 -1.852
H -7.730 -2.681 2.520
H -6.301 -3.644 2.146
H -6.149 -1.916 2.480
H -7.708 -3.086 0.134
H -8.495 -0.882 0.826
H -6.863 -0.223 0.766
H -7.663 -0.740 -0.720
H -5.388 -3.656 -0.167
H -5.892 -2.440 -1.344
H -4.375 -1.746 1.212
H -5.047 -0.184 -1.203
H -5.222 3.610 -2.820
H -3.283 4.757 -1.532
H -2.216 1.800 1.546
H -0.726 2.860 3.242
H -0.038 3.798 1.892
H -0.945 0.148 2.124
H 0.653 -1.656 1.715
H 3.072 -2.322 1.868
H 3.134 -1.851 0.156
H 5.020 -0.822 2.181
H 7.947 1.325 -2.008
H 6.812 1.909 -0.783
H 6.313 0.654 -1.926
H 7.240 -1.681 -1.719
H 8.379 -2.070 -0.423
H 8.898 -1.069 -1.787
H 8.480 1.367 1.033
H 9.126 -0.268 1.178
H 9.632 0.764 -0.168
H 3.776 1.206 1.217
H 2.180 3.017 1.631
H -0.906 -2.841 -1.105
H -1.412 -2.320 -2.726
H -1.668 0.689 -1.337
H 0.019 2.485 -1.324
H 2.399 1.942 -1.667
H 3.090 -0.406 -1.994
H 1.400 -2.194 -1.997
```

(3)
Computed, not measured: C31H25N4O2SSe2Zr as an isolated structure, with ωB97M-V/def2-TZVPD.

Summary:
- Charge: +3
- DFT total energy: -6813.12971 Ha
- LUMO level: -9.71 eV
- Relative energy (zero: lowest compared OMol25 entry of this formula, charge and spin): 0.0633 eV
- HOMO-LUMO gap: 7.244 eV
- HOMO: -17.0 eV

```
66
C31H25N4O2SSe2Zr (ωB97M-V/def2-TZVPD)
Zr -1.101 0.300 -0.119
C -3.929 0.892 3.165
C -3.111 0.273 4.106
C -2.296 -0.795 3.745
C -2.298 -1.255 2.436
C -3.085 -0.606 1.470
C -3.921 0.451 1.853
H -4.593 1.693 3.460
H -3.134 0.606 5.136
H -1.697 -1.297 4.493
H -1.728 -2.140 2.187
H -3.267 -1.074 0.494
H -4.589 0.906 1.133
Se -2.310 3.539 -1.369
Se -3.395 1.453 -1.513
C -2.345 0.495 -2.819
C -2.439 0.748 -4.169
C -1.691 -0.065 -5.015
C -0.901 -1.072 -4.473
C -0.854 -1.234 -3.102
N -1.576 -0.457 -2.274
C -1.645 3.399 0.438
C -1.418 4.617 1.051
C -0.891 4.627 2.333
C -0.649 3.423 2.981
C -0.916 2.254 2.310
N -1.389 2.225 1.042
H -3.085 1.526 -4.550
H -1.734 0.078 -6.087
H -0.322 -1.728 -5.107
H -0.239 -1.995 -2.641
H -1.658 5.542 0.543
H -0.691 5.569 2.827
H -0.258 3.386 3.987
H -0.735 1.294 2.774
O 1.617 2.767 0.226
S 1.433 1.482 -0.346
O 0.235 1.379 -1.310
N 0.886 0.363 0.709
C 1.579 -0.874 0.915
C 2.842 -0.995 1.419
C 3.424 -2.276 1.574
C 2.730 -3.406 1.249
C 1.412 -3.304 0.733
C 0.625 -4.415 0.375
C -0.641 -4.232 -0.136
C -1.118 -2.934 -0.296
N -0.410 -1.852 0.034
C 0.850 -2.026 0.557
C 2.837 0.940 -1.178
C 2.748 -0.094 -2.111
C 3.905 -0.527 -2.728
C 5.124 0.066 -2.407
C 5.195 1.097 -1.480
C 4.047 1.551 -0.851
H 3.398 -0.114 1.715
H 4.427 -2.351 1.972
H 3.169 -4.386 1.386
H 1.028 -5.413 0.503
H -1.267 -5.067 -0.416
H -2.106 -2.765 -0.709
H 1.789 -0.528 -2.362
H 3.866 -1.315 -3.468
H 6.028 -0.272 -2.896
H 6.149 1.556 -1.256
H 4.088 2.369 -0.144
```